144
Properties=species:S:1:pos:R:3:forces:R:3:lowdin_charge:R:1 method="wB97M-V/def2-TZVPD" lumo_energy_ha="-0.1045 / -0.2635" e_tot_ev=-65296.5600 gap_ev="6.61 / 2.29" spin_multiplicity=2 charge=+1
C -20.377780 12.627290 -7.850260 0.194 0.645 0.169 -0.115
O -18.974570 12.490310 -7.506510 -1.562 -0.477 -0.264 -0.121
H -20.787620 13.501160 -7.343830 -0.066 0.035 -0.054 0.089
H -20.544390 12.742170 -8.921310 0.346 0.166 -0.194 0.072
H -21.006210 11.787080 -7.554900 0.610 -0.368 0.397 0.068
H -18.609320 13.377860 -7.485270 0.283 0.058 -0.099 0.101
C -17.989700 9.157350 -8.076860 0.561 -0.835 1.039 -0.173
O -17.705590 10.363600 -8.660640 0.148 1.096 -1.722 -0.119
H -17.517480 8.345860 -8.630570 -0.353 -0.155 -0.375 0.074
H -17.482580 9.138040 -7.112200 -0.408 -0.334 0.518 0.070
H -19.066400 9.023270 -7.972710 -0.020 -0.526 0.157 0.064
H -18.348990 11.009030 -8.358890 0.161 0.541 0.447 0.025
C -15.635290 12.831930 -10.675130 -0.699 -0.332 1.144 -0.118
O -16.829510 13.118980 -9.936840 -1.030 0.702 -0.455 -0.148
H -14.915620 12.841480 -9.856540 0.962 -0.188 -0.881 0.069
H -15.718960 11.862000 -11.165350 0.289 -0.097 0.092 0.069
H -15.479760 13.588230 -11.444490 0.056 0.127 0.307 0.079
H -17.284120 12.321390 -9.656170 0.448 -0.291 -0.142 0.024
C -19.685140 10.280780 -4.929290 0.106 -0.138 0.771 -0.145
O -20.054630 9.506320 -3.777970 -0.367 0.352 -0.650 -0.128
H -18.654200 10.564020 -4.717090 -0.018 0.054 -0.599 0.087
H -19.812750 9.705460 -5.846250 0.435 -0.167 -0.096 0.059
H -20.290250 11.179100 -5.051640 -0.038 0.200 0.270 0.070
H -20.954000 9.221910 -3.956410 -0.143 -0.206 0.397 0.073
C -15.205710 8.049970 -15.306920 0.796 -0.444 0.929 -0.032
C -16.281710 7.769380 -14.201210 0.561 -0.355 -0.775 -0.480
C -17.457280 7.275330 -15.019740 -0.679 -0.743 0.646 -0.160
C -18.602500 6.788610 -14.139770 0.190 -0.378 -0.720 -0.193
C -18.127010 5.637180 -13.254860 0.389 0.753 1.009 -0.105
C -16.863650 5.989190 -12.384340 -0.708 1.312 -0.143 -0.521
N -15.882600 6.674550 -13.221810 0.635 0.566 -2.758 -0.076
O -14.680370 7.071250 -12.585440 -0.687 -0.529 0.143 0.000
C -17.296870 6.877720 -11.220390 -0.927 -0.122 0.915 -0.047
C -16.278360 4.768320 -11.761300 0.611 -1.144 -0.364 -0.037
C -16.582570 9.118120 -13.566390 -1.043 0.180 0.384 -0.035
H -15.531170 8.699790 -16.119270 -0.624 0.067 0.271 0.084
H -14.872220 7.131050 -15.789060 0.055 -0.125 0.250 0.089
H -14.344300 8.559440 -14.875050 0.182 -0.199 0.038 0.079
H -17.798650 8.021130 -15.737620 0.099 0.163 0.106 0.125
H -17.141670 6.400990 -15.588960 0.256 0.035 -0.172 0.128
H -19.343430 6.382570 -14.828420 -0.441 0.108 0.139 0.108
H -19.038010 7.636790 -13.611550 -0.114 -0.090 0.323 0.084
H -18.016830 4.727190 -13.844680 0.430 0.082 -0.066 0.125
H -18.881960 5.412680 -12.501370 -0.262 -0.167 0.022 0.099
H -18.054530 7.609470 -11.500750 0.236 0.317 -0.006 0.056
H -17.759370 6.262450 -10.448620 -0.373 -0.307 -0.025 0.082
H -16.491180 7.315390 -10.630970 0.311 0.372 -0.599 0.063
H -15.893640 4.088610 -12.521610 0.331 0.134 -0.096 0.096
H -15.477490 5.052580 -11.078720 0.011 -0.203 0.017 0.083
H -17.028590 4.170740 -11.243480 -0.148 0.295 0.278 0.091
H -15.789910 9.560830 -12.963250 0.251 0.039 -0.300 0.082
H -17.456740 9.097870 -12.915610 -0.049 -0.219 0.178 0.060
H -16.890320 9.790270 -14.367390 0.447 0.275 -0.010 0.094
H -14.877210 7.950050 -12.252930 0.209 0.412 0.517 0.067
C -15.732070 6.187260 -3.834130 1.273 0.526 -0.403 -0.041
C -17.229790 6.095500 -3.583520 0.286 0.073 0.068 -0.456
C -17.588760 4.622140 -3.985200 0.086 0.657 0.309 -0.145
C -18.933850 4.256390 -3.498300 -0.595 -0.929 -0.085 -0.221
C -19.006780 4.335050 -1.996840 -0.127 0.668 -0.488 -0.127
C -18.621820 5.730690 -1.450300 -0.218 -0.856 1.099 -0.517
N -17.468370 6.310590 -2.121930 1.121 -2.371 -1.042 -0.112
O -17.158300 7.603180 -1.705500 -0.452 -0.207 -0.304 0.013
C -19.846630 6.627260 -1.467110 -0.507 0.124 -0.229 -0.034
C -18.228110 5.527280 0.020260 0.358 -0.112 0.505 -0.041
C -17.984850 7.112200 -4.448640 -0.504 -0.888 -1.210 -0.036
H -15.193000 7.050390 -3.443590 -0.424 0.008 0.968 0.080
H -15.412240 6.338600 -4.865100 -0.792 -0.450 -0.655 0.061
H -15.242000 5.262770 -3.528750 0.079 0.208 0.350 0.084
H -17.559940 4.408100 -5.053590 0.395 0.662 -0.235 0.124
H -16.891380 3.915660 -3.535050 0.307 0.238 0.157 0.121
H -19.131670 3.222700 -3.781970 -0.165 -0.155 -0.122 0.116
H -19.704740 4.843830 -3.997040 -0.181 0.232 0.157 0.109
H -18.376130 3.578270 -1.530280 0.033 -0.080 -0.143 0.123
H -20.054630 4.122570 -1.784820 0.107 0.025 0.750 0.117
H -20.733860 6.075850 -1.155870 0.096 0.001 0.399 0.086
H -19.689720 7.463070 -0.785270 -0.242 0.218 -0.228 0.090
H -20.098270 6.951480 -2.476900 0.215 0.384 -0.054 0.065
H -17.433660 4.810750 0.228930 0.413 -0.027 -0.830 0.082
H -17.859460 6.473310 0.416770 -0.391 0.011 0.305 0.081
H -19.020290 5.073350 0.615650 -0.552 0.631 0.003 0.087
H -17.795370 6.831460 -5.484690 0.750 0.341 -0.307 0.077
H -17.762510 8.169850 -4.307070 0.115 -0.196 0.189 0.073
H -19.062300 6.953670 -4.494120 -0.237 0.234 0.899 0.063
H -17.910570 8.085910 -2.055740 -0.200 1.024 0.049 0.075
C -12.148630 8.300000 -8.915430 0.064 -0.665 -0.335 -0.020
C -13.293180 7.925130 -7.965960 -0.234 1.187 0.400 -0.522
C -12.714110 7.472830 -6.641290 1.584 1.007 0.336 -0.134
C -12.104420 8.603790 -5.778280 -1.156 0.009 -0.041 -0.158
C -13.173430 9.687270 -5.495160 0.907 -1.776 -0.624 -0.139
C -13.855870 10.212560 -6.791590 1.089 -0.047 0.889 -0.468
N -14.162900 9.094840 -7.715930 -0.666 -0.341 1.778 -0.089
O -14.737350 9.601890 -8.895950 -0.072 -0.222 -0.182 -0.015
C -15.109610 10.899640 -6.188840 -0.332 0.288 -0.854 -0.032
C -12.964050 11.277790 -7.437020 -0.352 0.981 -0.515 -0.025
C -14.104300 6.751930 -8.490170 -0.173 -0.218 -0.999 -0.029
H -11.413050 8.925660 -8.409890 -0.109 0.077 -0.170 0.071
H -12.492870 8.757000 -9.843200 -0.160 0.309 0.213 0.083
H -11.644320 7.390710 -9.242470 0.191 -0.115 0.113 0.084
H -13.420160 6.921910 -6.019940 -0.007 -0.163 -0.224 0.106
H -11.852100 6.885020 -6.956740 -0.221 -0.799 0.380 0.122
H -11.219270 9.069870 -6.211160 0.010 -0.120 -0.254 0.104
H -11.789600 8.148580 -4.839250 0.099 0.096 0.099 0.109
H -12.655030 10.431220 -4.890270 -0.525 0.573 -0.282 0.119
H -13.954600 9.234690 -4.884400 -0.028 -0.064 0.171 0.106
H -15.555400 11.636450 -6.857030 -0.005 0.000 -0.219 0.074
H -15.903590 10.203750 -5.917840 0.178 -0.347 -0.053 0.065
H -14.843820 11.427240 -5.272820 0.191 0.032 -0.051 0.086
H -12.643730 11.987020 -6.673810 0.084 0.039 0.009 0.088
H -12.100280 11.007480 -8.044410 0.115 -0.727 0.507 0.077
H -13.539250 11.849590 -8.165230 -0.326 0.115 0.074 0.058
H -14.846660 6.320860 -7.818470 0.064 0.370 0.393 0.082
H -13.423910 5.942760 -8.755540 0.118 -0.061 0.063 0.092
H -14.622670 6.991990 -9.418480 0.005 0.170 -0.147 0.053
H -15.608500 9.212230 -8.791740 -0.305 0.456 -0.545 0.051
C -24.632580 10.084860 -10.110990 -0.778 -1.992 1.061 -0.011
C -23.560980 10.047070 -11.179790 1.759 2.601 -0.283 -0.427
C -22.151070 10.497900 -10.602310 0.714 -2.150 0.334 -0.083
C -21.400390 9.360770 -9.777900 -1.349 0.778 -0.390 -0.145
C -21.185110 8.147820 -10.662530 0.749 1.250 0.453 -0.152
C -22.476880 7.611510 -11.237950 0.183 -1.246 0.201 -0.432
N -23.365050 8.714140 -11.808290 -1.873 -0.557 1.168 0.137
O -24.502560 8.249370 -12.518540 2.015 0.563 1.567 0.111
C -22.133560 6.670970 -12.364600 0.460 -0.516 -1.371 -0.025
C -23.169940 6.797020 -10.095540 -0.906 0.730 0.197 0.021
C -23.919870 11.213780 -12.228650 0.434 -1.542 0.236 0.008
H -24.737800 11.010280 -9.544760 0.037 0.442 -0.940 0.113
H -24.459840 9.393340 -9.286330 0.532 -0.330 -0.060 0.076
H -25.565580 9.686700 -10.509840 -0.262 0.664 -0.130 0.100
H -21.484570 10.648720 -11.451510 -0.108 0.617 -0.101 0.122
H -22.261710 11.398830 -9.998840 -0.124 -0.025 -0.282 0.110
H -22.035430 9.087510 -8.935190 0.083 -0.016 0.251 0.107
H -20.433920 9.668200 -9.378500 -0.158 0.423 -0.177 0.089
H -20.681920 7.394210 -10.056750 -0.347 -0.376 -0.148 0.135
H -20.428480 8.397920 -11.406210 -0.247 0.057 -0.485 0.119
H -21.607620 7.223870 -13.142920 -0.019 0.085 -0.190 0.089
H -21.416030 5.902000 -12.078380 0.070 0.219 0.586 0.104
H -22.919030 6.089280 -12.847070 -0.464 0.385 0.295 0.098
H -22.494790 6.135230 -9.553040 0.435 -0.314 -0.962 0.109
H -23.460680 7.411090 -9.243200 -0.539 0.378 -0.372 0.074
H -24.019850 6.253850 -10.508710 -0.005 -0.016 0.294 0.101
H -23.172720 11.174960 -13.021340 -0.117 0.184 -0.150 0.087
H -23.814760 12.162090 -11.701600 0.006 -0.178 0.055 0.097
H -24.926630 11.151950 -12.641810 0.052 -0.175 0.094 0.089
H -24.282750 8.463980 -13.428060 -0.155 0.078 -0.857 0.145